This record from OMol25 describes a molecular structure, C16H28CoN5Se. The level of theory is wB97M-V/def2-TZVPD.

```
51
Properties=species:S:1:pos:R:3:forces:R:3:lowdin_spin:R:1
Co 0.2441 -0.0673 -0.1309 0.14 0.32 -0.41 0.99
N 2.4420 0.1332 4.0690 -0.07 0.08 0.10 0.00
C 1.2371 0.3636 3.1922 0.01 0.03 0.02 0.00
C 1.1417 1.8489 2.8730 0.01 -0.04 -0.06 0.00
C -0.0586 2.1912 1.9846 0.00 -0.03 0.02 0.00
N 0.1650 1.8274 0.5624 -0.01 0.05 -0.05 -0.01
C -1.3393 1.5554 2.5264 -0.01 -0.02 -0.03 0.00
C -1.2137 0.0749 2.8922 -0.04 0.04 0.02 0.00
N -1.0552 -0.7363 1.6719 0.13 -0.09 0.17 0.03
C -0.0319 -0.1498 3.8383 -0.05 0.03 0.02 0.00
H 3.3107 0.0472 3.4481 -0.05 0.02 0.02 0.00
H 2.3584 -0.7302 4.6055 0.02 -0.02 -0.04 0.00
H 2.5849 0.9011 4.7261 -0.04 -0.02 0.03 0.00
H 1.4358 -0.2027 2.2895 -0.01 -0.05 0.01 0.00
H 2.0710 2.2087 2.4223 0.00 -0.03 -0.03 0.00
H 1.0025 2.3906 3.8161 0.04 0.03 -0.01 0.00
H -0.1811 3.2769 2.0255 0.00 -0.01 0.06 0.00
H 1.0297 2.2605 0.2452 0.01 0.01 0.03 0.00
H -0.5773 2.2574 0.0188 0.03 0.02 0.01 0.00
H -2.1503 1.6915 1.8060 0.00 -0.03 -0.01 0.00
H -1.6324 2.1001 3.4271 0.00 0.01 0.00 0.00
H -2.1211 -0.2130 3.4320 -0.01 0.00 -0.02 0.00
H -1.8977 -0.6484 1.1081 0.04 -0.01 -0.06 0.00
H -0.9838 -1.7187 1.9208 -0.03 0.00 0.04 0.00
H 0.0581 -1.2144 4.0767 0.00 -0.01 -0.01 0.00
H -0.2290 0.3803 4.7759 0.01 -0.01 0.00 0.00
C 1.0240 -2.8630 -0.1483 0.05 -0.03 -0.09 0.00
N 0.4169 -1.8528 -1.0347 0.03 -0.18 0.01 -0.01
C 1.2993 -1.6857 -2.2148 -0.11 0.14 0.01 0.01
C -0.9205 -2.3239 -1.5020 0.04 0.06 0.00 0.00
C -1.8606 -1.1583 -1.6403 0.11 -0.04 0.00 0.00
C -3.0880 -1.3259 -2.2685 -0.04 0.04 -0.06 0.00
C -3.9555 -0.2522 -2.3927 0.02 0.01 0.02 0.00
C -3.5732 0.9831 -1.8914 -0.02 -0.04 -0.02 0.00
C -2.3434 1.1281 -1.2594 0.01 0.13 -0.02 0.00
C -1.4416 0.0698 -1.1043 -0.11 -0.15 0.12 -0.03
H 1.1494 -3.8148 -0.6739 -0.01 0.00 -0.01 0.00
H 0.3843 -3.0338 0.7165 0.01 0.03 0.00 0.00
H 2.0002 -2.5157 0.1840 -0.01 -0.01 0.00 0.00
H 1.3815 -2.6312 -2.7570 0.02 -0.01 0.00 0.00
H 2.2854 -1.3630 -1.8936 0.00 0.01 0.00 0.00
H 0.8706 -0.9309 -2.8731 0.00 -0.02 -0.01 0.00
H -1.2943 -3.0654 -0.7914 -0.04 0.09 0.08 0.00
H -0.8017 -2.8466 -2.4558 -0.02 -0.08 0.03 0.00
H -3.3680 -2.2947 -2.6684 0.01 0.00 0.00 0.00
H -4.9128 -0.3738 -2.8816 0.00 0.00 0.00 0.00
H -4.2307 1.8371 -1.9943 0.00 0.00 0.00 0.00
H -2.1204 2.1361 -0.9097 0.03 -0.05 0.03 0.00
Se 4.7163 -0.2663 1.8488 0.13 0.00 -0.13 0.00
C 3.2807 -0.0612 0.7849 0.02 0.06 -0.04 0.00
N 2.3057 0.0668 0.1638 -0.21 -0.23 0.25 0.00
```
Positions in Å, forces in eV/Å.

Results
Largest force on an atom in Eh/bohr: 0.011
Total charge: +1
Highest occupied orbital energy (alpha / beta) in eV: -11.00 / -10.86
2S+1: 2
E in eV: -127465.4912
Kohn-Sham gap (alpha / beta) in eV: 8.4128 / 8.2714
Molar mass in g mol⁻¹: 428.33
ΔE to the lowest compared entry with this formula, charge and spin in kcal/mol: 0.0

This record from OMol25 describes a molecular structure, C16H28F5N3O3PPdS3SeSi in a non-equilibrium geometry. The level of theory is wB97M-V/def2-TZVPD.

```
62
Properties=species:S:1:pos:R:3:forces:R:3:mulliken_charge:R:1
Pd 0.0879 0.0230 0.0760 2.17 -0.83 0.12 0.66
N 2.4402 -0.3129 0.3998 -0.77 0.04 0.02 -0.53
N 2.7117 -0.0673 1.7535 0.10 -0.01 -0.07 -0.13
C 1.7957 -0.4261 2.6467 -0.11 -0.14 0.18 0.85
N 2.0643 -0.2499 3.9363 -0.10 0.00 -0.10 -0.46
S 0.3344 -1.1907 2.1774 -0.57 0.12 0.09 -0.46
H 2.6819 -1.2722 0.1762 0.01 -0.19 -0.20 0.28
H 2.9606 0.3283 -0.1869 -0.12 0.18 -0.02 0.36
H 3.6224 0.2686 2.0267 0.04 0.00 -0.05 0.21
H 2.8884 0.2308 4.2593 0.06 -0.10 0.01 0.21
H 1.3409 -0.4540 4.6058 -0.01 0.02 0.02 0.22
C 3.3951 3.6167 0.2079 -0.05 -0.08 0.07 -1.10
C 2.6367 4.3394 -0.8815 0.06 0.09 -0.05 0.41
C 3.1198 4.0136 -2.2772 -0.03 -0.08 -0.07 -1.27
O 1.1934 4.1293 -0.7869 0.22 0.12 -0.09 -0.22
P 0.3260 2.8514 -0.5511 -0.42 0.58 0.31 1.51
S 0.3917 2.0867 1.2864 0.12 0.29 0.19 -0.65
S 0.8132 1.3396 -1.7809 -0.40 -0.49 -0.18 -0.41
O -1.1225 3.3619 -0.7431 -0.18 0.22 -0.07 -0.34
C -1.7500 4.1792 -1.7964 -0.02 -0.08 -0.02 0.55
C -1.4953 3.5951 -3.1656 0.05 -0.02 -0.03 -1.23
C -1.3425 5.6274 -1.6631 0.08 0.06 0.02 -1.27
H 4.4455 3.9020 0.1500 0.00 -0.02 0.00 0.51
H 3.3166 2.5338 0.0771 0.05 0.04 -0.02 -0.02
H 3.0143 3.8703 1.1970 0.01 0.01 -0.03 0.34
H 2.7243 5.4123 -0.7209 -0.06 0.04 0.04 0.29
H 3.1525 2.9359 -2.4499 0.00 0.04 0.00 0.26
H 4.1247 4.4161 -2.4097 -0.01 -0.03 -0.01 0.45
H 2.4707 4.4677 -3.0264 0.03 0.02 0.02 0.32
H -2.8038 4.0770 -1.5478 -0.04 -0.04 0.04 0.28
H -0.4426 3.6848 -3.4459 -0.02 0.01 -0.01 0.22
H -2.0853 4.1477 -3.8978 0.02 -0.01 0.00 0.47
H -1.7836 2.5457 -3.2062 0.00 0.00 -0.01 0.29
H -0.3206 5.7898 -2.0057 -0.03 0.00 0.00 0.20
H -1.4238 5.9604 -0.6290 -0.03 0.00 -0.01 0.32
H -2.0120 6.2341 -2.2741 0.02 0.00 0.01 0.49
C -3.8287 -1.2283 -1.3912 0.08 0.09 -0.40 -0.97
Si -3.1648 -0.4448 0.1558 0.33 -0.41 -0.11 0.65
C -4.4668 0.7106 0.7778 0.11 0.51 0.13 -1.15
C -2.9101 -1.7857 1.4265 0.34 0.12 0.29 -0.87
O -1.7503 0.4455 -0.1110 -0.97 -0.01 0.03 -0.47
H -4.4417 -2.0973 -1.1391 -0.02 0.06 -0.01 0.32
H -3.0368 -1.5632 -2.0618 -0.06 -0.05 0.03 0.24
H -4.4507 -0.5192 -1.9452 0.00 -0.06 0.03 0.40
H -5.3531 0.1226 1.0344 0.03 0.02 -0.04 0.34
H -4.7471 1.4348 0.0087 -0.04 -0.02 0.07 0.31
H -4.1497 1.2623 1.6665 -0.06 -0.04 -0.03 0.31
H -3.8047 -2.4054 1.5226 0.02 0.04 -0.04 0.39
H -2.6806 -1.3629 2.4102 -0.07 -0.04 -0.03 0.34
H -2.0781 -2.4371 1.1548 0.00 -0.12 -0.01 -0.07
F 0.0791 -7.1419 1.4170 -0.01 -0.07 0.07 -0.28
C 0.0324 -5.9673 0.8145 0.03 -0.08 0.05 0.59
C -1.1286 -5.5561 0.1874 -0.01 -0.01 -0.06 0.21
F -2.2015 -6.3328 0.2116 -0.06 -0.05 -0.03 -0.28
C -1.1573 -4.3361 -0.4622 0.22 0.09 0.17 -0.09
F -2.2838 -3.9823 -1.0636 -0.12 0.04 -0.05 -0.34
C -0.0490 -3.4886 -0.4800 -0.02 -0.08 0.22 0.30
Se -0.1536 -1.8713 -1.4574 0.27 0.25 -0.27 -0.19
C 1.0991 -3.9378 0.1647 -0.26 -0.11 -0.17 0.26
F 2.2290 -3.2163 0.1575 0.16 0.24 -0.02 -0.50
C 1.1530 -5.1553 0.8051 -0.02 -0.05 0.05 0.25
F 2.2691 -5.5562 1.4051 0.05 -0.01 0.03 -0.30
```
Positions in Å, forces in eV/Å.

Results
Largest force on an atom in Eh/bohr: 0.045
Total charge: +1
Highest occupied orbital energy in eV: -11.17
E in eV: -159741.8496
Kohn-Sham gap in eV: 6.0928
Molar mass in g mol⁻¹: 746.05
ΔE to the lowest compared entry with this formula, charge and spin in kcal/mol: 37.3